C7H20N2O6PS | wB97M-V/def2-TZVPD

XYZ file:
```
37
Properties=species:S:1:pos:R:3:mulliken_charge:R:1
C -0.304 -1.775 2.490 -1.325
C 0.558 -1.022 1.465 0.297
O 1.188 0.087 2.094 -0.476
C 1.654 1.074 1.192 -0.370
C 0.747 2.309 1.136 -0.560
O -0.648 1.952 1.045 -0.332
C -1.243 1.868 2.303 -0.472
P -2.805 1.000 2.022 0.181
S -4.232 2.168 1.122 -0.156
H -0.586 -1.111 3.319 0.276
H -1.214 -2.189 2.035 0.356
H 0.240 -2.606 2.946 0.343
H 1.342 -1.689 1.080 0.377
H -0.019 -0.693 0.587 0.009
H 1.806 0.644 0.192 0.218
H 2.633 1.415 1.556 0.396
H 0.974 2.893 0.241 0.373
H 0.881 2.948 2.021 0.363
H -0.661 1.289 3.032 0.393
H -1.487 2.852 2.743 0.552
H -2.579 -0.124 1.224 0.142
H -3.289 0.549 3.256 0.199
H -4.232 1.420 0.003 0.225
C -0.355 1.051 -3.058 -0.384
N 0.798 1.978 -3.209 0.937
O 1.128 2.632 -2.239 -0.547
O 1.337 2.014 -4.285 -0.539
H -0.720 1.139 -2.040 0.073
H -1.103 1.344 -3.789 0.333
H 0.007 0.049 -3.272 0.119
C 1.801 -3.908 -2.371 -0.747
N 1.026 -2.652 -2.553 0.834
O 1.193 -1.748 -1.757 -0.489
O 0.271 -2.598 -3.495 -0.516
H 2.429 -3.795 -1.495 0.323
H 1.082 -4.714 -2.265 0.306
H 2.385 -4.052 -3.276 0.290
```

Its net charge is +1. The spin multiplicity is 1. As for the relative energy (zero: lowest compared OMol25 entry of this formula, charge and spin): 0.00 kJ/mol. The value obtained for the LUMO energy is -3.684 eV. The largest force on an atom is 0.499 eV/A. The value obtained for the HOMO-LUMO gap is 9.06 eV.